one | Here is an isolated molecule of CH2O3 from the Open Molecules 2025 dataset. Energies are from the ωB97M-V functional and the def2-TZVPD basis.

Values from the calculation:
highest occupied orbital energy: -11.93 eV
frontier orbital gap: 12.5 eV

The geometry in ORCA input format:
```
! RIJCOSX wB97M-V def2-TZVPD def2/J DEFGRID3
* xyz 0 1
O -1.067 -0.866 -0.022
O 1.224 -0.263 -0.004
O -0.206 1.184 -0.052
C -0.180 -0.149 -0.068
H 1.396 -1.133 -0.041
H -1.169 1.226 0.187
*
```


two | Here is an isolated molecule of CH2O3 from the Open Molecules 2025 dataset. Energies are from the ωB97M-V functional and the def2-TZVPD basis.

Values from the calculation:
highest occupied orbital energy (alpha / beta): -10.07 / -10.07 eV
frontier orbital gap (alpha / beta): 6.9 / 6.9 eV

The geometry in ORCA input format:
```
! RIJCOSX wB97M-V def2-TZVPD def2/J DEFGRID3
* xyz 0 1
O 0.518 -0.728 0.463
O -0.328 -1.383 1.172
O -1.215 0.521 -0.054
C -0.043 0.259 -0.270
H 0.856 1.104 -0.031
H 0.211 0.228 -1.279
*
```


three | Here is an isolated molecule of CH2O3 from the Open Molecules 2025 dataset. Energies are from the ωB97M-V functional and the def2-TZVPD basis.

Values from the calculation:
highest occupied orbital energy: -11.06 eV
frontier orbital gap: 11.6 eV

The geometry in ORCA input format:
```
! RIJCOSX wB97M-V def2-TZVPD def2/J DEFGRID3
* xyz 0 1
O -0.038 1.261 -0.010
O -1.073 -0.669 -0.018
O 1.120 -0.633 -0.001
C 0.013 0.040 0.027
H -1.841 -0.045 0.073
H 1.690 0.134 -0.012
*
```


Result of the stability comparison: two is the least stable of them.


one | Here is an isolated molecule of C5H12N2O from the Open Molecules 2025 dataset. Energies are from the ωB97M-V functional and the def2-TZVPD basis.

Values from the calculation:
highest occupied orbital energy: -7.24 eV
frontier orbital gap: 5.2 eV

The geometry in ORCA input format:
```
! RIJCOSX wB97M-V def2-TZVPD def2/J DEFGRID3
* xyz 0 1
O 0.323 -2.254 -0.814
N -0.400 1.643 -1.488
N -1.218 -0.751 0.202
C 1.163 0.305 0.595
C -0.843 1.516 -0.169
C 1.626 -0.874 1.437
C -0.382 0.473 0.632
C -0.751 -1.612 -0.939
H 0.883 -1.161 2.176
H 1.516 -1.689 0.751
H 2.679 -0.845 1.687
H 1.538 1.247 1.005
H -2.089 -0.338 -0.194
H -1.388 2.361 0.255
H 0.220 2.442 -1.560
H -1.228 1.925 -2.030
H -1.652 -2.289 -0.946
H 1.492 0.274 -0.422
H -0.634 0.605 1.675
H -0.856 -0.979 -1.854
*
```


two | Here is an isolated molecule of C5H12N2O from the Open Molecules 2025 dataset. Energies are from the ωB97M-V functional and the def2-TZVPD basis.

Values from the calculation:
highest occupied orbital energy: -8.89 eV
frontier orbital gap: 9.7 eV

The geometry in ORCA input format:
```
! RIJCOSX wB97M-V def2-TZVPD def2/J DEFGRID3
* xyz 0 1
O 0.981 -0.546 -1.873
N -1.388 2.937 -0.429
N 0.397 0.034 0.984
C -1.065 1.405 -0.647
C 1.093 -2.162 1.451
C -0.808 0.781 0.701
C 0.319 -1.311 0.465
C 0.785 -1.429 -1.053
H 1.180 0.629 0.786
H -0.184 1.428 -1.189
H -0.845 1.556 1.453
H -1.125 2.991 0.548
H 1.033 -2.453 -1.308
H -2.457 3.023 -0.443
H 0.780 -1.997 2.480
H 2.212 -1.797 1.501
H -0.841 -1.510 0.319
H -1.615 0.219 1.194
H 0.894 -3.163 1.387
H -1.889 0.929 -1.127
*
```


three | Here is an isolated molecule of C5H12N2O from the Open Molecules 2025 dataset. Energies are from the ωB97M-V functional and the def2-TZVPD basis.

Values from the calculation:
highest occupied orbital energy: -9.31 eV
frontier orbital gap: 10.2 eV

The geometry in ORCA input format:
```
! RIJCOSX wB97M-V def2-TZVPD def2/J DEFGRID3
* xyz 0 1
O -0.351 -0.054 -1.625
N -0.209 -0.564 0.627
N 1.242 -1.954 -0.725
C 1.101 -1.174 0.499
C -1.896 2.080 0.359
C 2.179 -0.097 0.575
C -2.119 0.698 -0.225
C -0.816 -0.028 -0.365
H -2.601 0.777 -1.206
H -2.783 0.112 0.420
H 2.141 0.577 -0.288
H -2.836 2.638 0.390
H -1.175 2.649 -0.236
H 3.178 -0.544 0.611
H 2.166 -2.389 -0.719
H 0.584 -2.734 -0.648
H -1.506 2.014 1.381
H 0.415 -0.668 -1.649
H 1.236 -1.853 1.349
H 2.051 0.516 1.474
*
```


four | Here is a cluster of 3 separate species, C5H12N2O in total from the Open Molecules 2025 dataset. Energies are from the ωB97M-V functional and the def2-TZVPD basis.

Values from the calculation:
highest occupied orbital energy: -8.42 eV
frontier orbital gap: 5.8 eV

The geometry in ORCA input format:
```
! RIJCOSX wB97M-V def2-TZVPD def2/J DEFGRID3
* xyz 0 1
O 1.855 -0.148 -1.546
N -1.387 -0.127 1.883
N -0.265 2.063 0.357
C -0.046 -0.148 2.224
C 1.019 0.661 -1.138
C -1.392 -1.653 -0.657
C -0.454 -2.062 -1.481
C 0.864 1.329 0.121
H -1.119 -0.771 -0.093
H -0.538 -2.936 -2.108
H 0.208 -1.025 2.836
H -1.086 1.510 0.661
H -2.198 -2.307 -0.324
H 1.662 1.338 0.854
H -0.391 2.909 -0.111
H 0.236 -1.273 -1.635
H 0.183 0.840 -1.840
H -1.939 0.506 2.441
H 0.377 0.720 2.740
H 0.512 -0.244 1.217
*
```


Result of the stability comparison: four is the least stable of them.


one | Here is an isolated molecule of C6H9N from the Open Molecules 2025 dataset. Energies are from the ωB97M-V functional and the def2-TZVPD basis.

Values from the calculation:
highest occupied orbital energy: -9.56 eV
frontier orbital gap: 10.6 eV

The geometry in ORCA input format:
```
! RIJCOSX wB97M-V def2-TZVPD def2/J DEFGRID3
* xyz 0 1
N -1.866 -0.655 -0.101
C -0.462 1.482 0.093
C 0.453 -0.646 -1.002
C 2.979 -0.296 -0.206
C -1.039 -0.825 1.097
C -0.551 -0.021 -0.043
C 1.842 -0.459 -0.571
H 0.230 -1.715 -1.094
H -1.325 -0.299 2.005
H 0.318 -0.210 -2.001
H -1.208 1.857 0.803
H -0.660 -1.831 1.254
H 3.988 -0.161 0.117
H 0.529 1.778 0.451
H -0.632 1.970 -0.875
H -2.596 0.032 0.071
*
```


two | Here is a structure of composition C6H9N from the Open Molecules 2025 dataset. Energies are from the ωB97M-V functional and the def2-TZVPD basis.

Values from the calculation:
highest occupied orbital energy: -7.31 eV
frontier orbital gap: 7.5 eV

The geometry in ORCA input format:
```
! RIJCOSX wB97M-V def2-TZVPD def2/J DEFGRID3
* xyz 0 1
N 0.736 0.343 -0.118
C 1.752 -0.442 -0.302
C -0.554 0.331 -0.952
C -1.020 -0.637 0.954
C -1.008 1.494 -0.050
C -0.248 0.672 1.003
C -1.207 -0.951 -0.362
H -0.515 2.442 -0.298
H 0.167 1.083 1.925
H 2.056 -0.637 -1.324
H -1.107 -1.300 1.813
H 0.843 -2.078 -0.544
H -0.412 0.445 -2.029
H 2.443 -0.648 0.510
H -0.026 -2.000 -0.571
H -2.080 1.602 0.111
*
```


Result of the stability comparison: two is the least stable of them.


one | Here is an isolated molecule of C6H9N from the Open Molecules 2025 dataset. Energies are from the ωB97M-V functional and the def2-TZVPD basis.

Values from the calculation:
highest occupied orbital energy: -7.64 eV
frontier orbital gap: 8.7 eV

The geometry in ORCA input format:
```
! RIJCOSX wB97M-V def2-TZVPD def2/J DEFGRID3
* xyz 0 1
N -0.056 -0.690 -0.166
C -0.592 1.293 0.667
C 2.450 -0.631 -0.381
C -2.528 -0.268 -0.148
C 1.141 -0.051 0.080
C -1.117 0.130 0.156
C 0.832 1.164 0.650
H -2.968 -0.964 0.577
H 2.275 -1.577 -0.919
H -1.166 2.155 0.999
H 1.560 1.925 0.907
H 2.938 0.108 -1.040
H -0.156 -1.631 -0.526
H -3.160 0.624 -0.187
H 3.119 -0.839 0.462
H -2.573 -0.749 -1.132
*
```


two | Here is a structure of composition C6H9N from the Open Molecules 2025 dataset. Energies are from the ωB97M-V functional and the def2-TZVPD basis.

Values from the calculation:
highest occupied orbital energy: -8.54 eV
frontier orbital gap: 9.7 eV

The geometry in ORCA input format:
```
! RIJCOSX wB97M-V def2-TZVPD def2/J DEFGRID3
* xyz 0 1
N -0.219 0.708 0.461
C 0.882 0.270 -0.484
C -1.292 1.498 -0.115
C -0.072 -0.849 -0.978
C -0.430 -0.793 0.528
C 0.886 -1.167 1.220
C 1.775 -0.451 0.531
H 2.841 -0.312 0.691
H -0.911 2.510 -0.291
H -0.885 -0.419 -1.577
H 1.320 1.020 -1.146
H -2.086 1.558 0.637
H 1.010 -1.776 2.113
H -1.373 -1.172 0.928
H 0.301 -1.764 -1.452
H -1.748 1.139 -1.066
*
```


three | Here is an isolated molecule of C6H9N from the Open Molecules 2025 dataset. Energies are from the ωB97M-V functional and the def2-TZVPD basis.

Values from the calculation:
highest occupied orbital energy: -9.04 eV
frontier orbital gap: 10.1 eV

The geometry in ORCA input format:
```
! RIJCOSX wB97M-V def2-TZVPD def2/J DEFGRID3
* xyz 0 1
N 0.068 0.977 1.252
C -0.300 -0.678 -1.860
C -0.935 -0.928 -3.152
C 0.231 -0.220 -0.882
C -0.521 -0.047 2.092
C 0.604 0.783 2.585
C 0.921 0.561 0.143
H -0.911 0.002 -3.730
H 1.845 0.057 0.467
H -1.539 0.163 2.407
H -1.980 -1.224 -3.041
H 1.239 1.468 -0.376
H 0.446 1.599 3.284
H -0.423 -1.694 -3.739
H -0.311 -1.094 1.875
H 1.567 0.275 2.676
*
```


four | Here is an isolated molecule of C6H9N from the Open Molecules 2025 dataset. Energies are from the ωB97M-V functional and the def2-TZVPD basis.

Values from the calculation:
highest occupied orbital energy: -9.12 eV
frontier orbital gap: 10.2 eV

The geometry in ORCA input format:
```
! RIJCOSX wB97M-V def2-TZVPD def2/J DEFGRID3
* xyz 0 1
N 1.238 0.020 0.318
C -1.206 0.055 0.490
C -0.822 0.822 -0.563
C 0.031 -0.151 1.379
C 0.704 1.164 -0.308
C 0.652 -1.117 -0.489
C -0.698 -0.688 -0.761
H 1.333 1.374 -1.366
H -1.193 1.611 -1.217
H 0.001 -1.066 1.584
H -1.258 -1.096 -1.479
H 0.939 2.041 0.220
H -2.249 -0.349 0.899
H -0.021 0.466 2.200
H 1.193 -1.465 -1.539
H 0.622 -2.179 -0.020
*
```


Result of the stability comparison: four is the least stable of them.


one | Here is an isolated molecule of C6H9N from the Open Molecules 2025 dataset. Energies are from the ωB97M-V functional and the def2-TZVPD basis.

Values from the calculation:
highest occupied orbital energy: -8.32 eV
frontier orbital gap: 8.2 eV

The geometry in ORCA input format:
```
! RIJCOSX wB97M-V def2-TZVPD def2/J DEFGRID3
* xyz 0 1
N 0.811 -1.754 -0.965
C -1.954 -0.099 0.669
C -0.557 -0.014 0.080
C 0.370 1.119 0.566
C 1.632 1.149 -0.341
C -1.769 0.099 -0.656
C 0.136 -1.394 0.101
H 2.468 1.779 -0.019
H -0.488 -2.114 -0.587
H -2.386 -1.050 0.976
H 2.035 0.121 -0.484
H -0.190 2.123 0.632
H -2.028 -0.566 -1.483
H 1.354 1.572 -1.283
H 0.054 -1.668 1.200
H 0.514 0.697 1.597
*
```


two | Here is an isolated molecule of C6H9N from the Open Molecules 2025 dataset. Energies are from the ωB97M-V functional and the def2-TZVPD basis.

Values from the calculation:
highest occupied orbital energy: -8.11 eV
frontier orbital gap: 9.2 eV

The geometry in ORCA input format:
```
! RIJCOSX wB97M-V def2-TZVPD def2/J DEFGRID3
* xyz 0 1
N 0.780 0.398 -0.447
C 0.247 -0.582 1.549
C 0.823 0.639 0.942
C -0.698 -0.946 -1.975
C -0.503 -0.294 -0.624
C -0.533 -1.150 0.627
C 1.082 1.812 1.525
H 0.862 1.248 -0.995
H -0.608 -0.191 -2.764
H 1.327 2.684 0.926
H -1.167 -2.022 0.748
H 0.028 -1.739 -2.167
H -1.313 0.451 -0.491
H 0.399 -0.887 2.579
H -1.710 -1.360 -2.028
H 0.985 1.938 2.595
*
```


Result of the stability comparison: one is the least stable of them.